This record from the OMol25 dataset describes a structure of composition C3H2LiO3Yb in a non-equilibrium geometry. The level of theory is ωB97M-V with the def2-TZVPD basis set.

Structure (ORCA input):
```
! wB97M-V def2-TZVPD RIJCOSX def2/J DEFGRID3
* xyz 1 3
O 2.945 2.281 1.494
O 1.074 2.961 -0.423
C 1.128 3.067 -1.768
C 1.128 1.684 0.209
O 1.137 1.987 -2.411
C 2.201 1.368 1.055
Li 1.002 5.027 -2.475
H 2.183 0.420 1.639
H 0.193 1.517 0.883
Yb 1.122 -0.066 -1.636
*
```

Calculated values
HOMO level (spin up / spin down)	-10.61 / -12.26	eV

***

This record from the OMol25 dataset describes the ion C8H10N3 with charge +1 in a non-equilibrium geometry. The level of theory is ωB97M-V with the def2-TZVPD basis set.

Structure (ORCA input):
```
! wB97M-V def2-TZVPD RIJCOSX def2/J DEFGRID3
* xyz 1 1
C -2.244 0.806 0.216
C -1.367 1.872 -0.004
C -0.747 -1.080 0.154
C -2.010 -0.623 0.199
C 0.843 0.993 0.512
C 1.614 -1.764 -0.065
C 2.150 0.796 -0.052
C 2.491 -0.716 0.347
N 0.369 -1.515 -0.061
N 0.020 1.807 -0.173
N -2.983 -1.587 0.068
H -3.371 1.065 0.306
H -1.806 2.917 -0.177
H 2.047 -2.559 -0.612
H 2.380 1.044 -1.157
H 2.862 1.275 0.492
H 2.559 -0.671 1.521
H 3.628 -0.819 0.062
H 0.440 2.365 -0.969
H -3.963 -1.108 -0.192
H -2.911 -2.496 -0.413
*
```

Calculated values
HOMO level	-12.15	eV

***

This record from the OMol25 dataset describes a cluster of 2 separate species, C7H14 in total. The level of theory is ωB97M-V with the def2-TZVPD basis set.

Structure (ORCA input):
```
! wB97M-V def2-TZVPD RIJCOSX def2/J DEFGRID3
* xyz 0 1
C 2.582 -0.056 -0.358
C 1.368 -0.547 -0.598
C -0.517 -1.583 0.687
C -1.173 -0.767 -0.382
C -2.494 -0.097 -0.072
C 0.144 -0.300 0.219
C 0.188 0.906 1.142
H 1.415 2.077 -1.658
H 2.775 0.622 0.471
H 3.431 -0.328 -0.978
H 1.237 -1.244 -1.430
H -0.032 -2.520 0.420
H -0.973 -1.575 1.676
H -1.101 -1.154 -1.399
H -2.559 0.189 0.984
H -2.661 0.802 -0.675
H -3.315 -0.797 -0.262
H 1.083 2.689 -1.921
H 0.730 1.731 0.669
H 0.687 0.674 2.089
H -0.813 1.277 1.375
*
```

Calculated values
HOMO level	-8.99	eV
SMILES	C=C[C@]1(C)C[C@H]1C.[H][H]

***

This record from the OMol25 dataset describes a cluster of 2 separate species, C5H14OS2 in total in a non-equilibrium geometry. The level of theory is ωB97M-V with the def2-TZVPD basis set.

Structure (ORCA input):
```
! wB97M-V def2-TZVPD RIJCOSX def2/J DEFGRID3
* xyz 0 1
S -0.123 -3.202 -0.456
S 1.274 -0.415 -0.563
C 1.460 -4.103 -0.352
C 0.424 -1.655 0.353
C -0.346 2.377 -0.062
C 0.020 0.422 -1.622
C -1.000 1.267 -0.829
H 1.340 -5.123 -0.754
H 1.913 -4.172 0.652
H 2.146 -3.543 -1.010
H 0.938 -1.960 1.285
H -0.492 -1.103 0.638
H -1.072 2.984 0.505
H 0.205 3.040 -0.750
H 0.371 1.932 0.648
H -0.438 -0.430 -2.160
H 0.610 1.006 -2.354
H -1.460 0.699 0.003
H -1.819 1.717 -1.423
O -1.164 3.649 2.459
H -1.732 2.851 2.362
H -1.055 3.759 3.431
*
```

Calculated values
HOMO level	-8.44	eV
SMILES	CCCSCSC.O

***

This record from the OMol25 dataset describes the molecule C2H8N4 in a non-equilibrium geometry. The level of theory is ωB97M-V with the def2-TZVPD basis set.

Structure (ORCA input):
```
! wB97M-V def2-TZVPD RIJCOSX def2/J DEFGRID3
* xyz 0 1
C -1.399 -0.835 -1.681
C 1.047 0.395 0.133
H -1.187 -0.074 -2.361
H -1.729 -1.691 -2.172
H -2.240 -0.325 -1.196
H -0.538 -2.173 -0.317
H 1.452 0.272 -0.800
H 2.551 1.611 0.892
H 0.469 0.223 2.438
H -0.106 1.735 2.194
N -0.323 -1.226 -0.782
N -0.194 -0.267 0.252
N 1.531 1.142 1.092
N 0.667 1.213 2.308
*
```

Calculated values
HOMO level	-7.90	eV
SMILES	CN/N=C/NN

***

This record from the OMol25 dataset describes a cluster of 2 separate species, C6H16O in total in a non-equilibrium geometry. The level of theory is ωB97M-V with the def2-TZVPD basis set.

Structure (ORCA input):
```
! wB97M-V def2-TZVPD RIJCOSX def2/J DEFGRID3
* xyz 0 1
C -1.434 0.911 -2.406
C -0.875 1.053 -0.990
C -0.307 -0.235 -0.409
C -0.387 -0.476 1.150
C -0.065 -1.842 1.700
C 0.329 0.790 1.680
H -0.683 0.424 -3.134
H -2.273 0.231 -2.341
H -1.915 1.730 -2.862
H -1.600 1.419 -0.290
H -0.095 1.865 -0.967
H 0.700 -0.362 -0.785
H -0.906 -1.174 -0.794
H -1.432 -0.339 1.467
H -0.954 -2.432 1.467
H 0.067 -1.768 2.732
H 0.804 -2.447 1.436
H 0.891 1.356 0.911
H -0.456 1.453 1.959
H 0.919 0.799 2.423
H 2.697 -0.429 -1.156
H 3.519 0.139 -0.135
O 3.453 -0.665 -0.657
*
```

Calculated values
HOMO level	-10.59	eV
SMILES	CCCC(C)C.O

***

This record from the OMol25 dataset describes a cluster of 3 separate species, C4H13NO2 in total in a non-equilibrium geometry. The level of theory is ωB97M-V with the def2-TZVPD basis set.

Structure (ORCA input):
```
! wB97M-V def2-TZVPD RIJCOSX def2/J DEFGRID3
* xyz -1 2
C -0.427 0.407 0.121
C -1.396 0.812 0.958
N -1.216 1.487 2.169
C -2.290 2.428 2.545
C -2.843 2.082 3.918
H -0.484 -0.595 -0.281
H 0.475 0.987 -0.011
H -2.425 0.542 0.727
H -0.273 1.864 2.137
H -1.818 3.408 2.607
H -3.090 2.431 1.814
H -3.455 2.901 4.301
H -3.520 1.222 3.886
H -2.086 1.726 4.605
H 1.646 -1.119 -5.345
H 1.781 -2.256 -4.439
O 2.244 -1.882 -5.220
H 3.976 -3.786 -3.497
H 5.007 -3.412 -2.487
O 4.543 -4.193 -2.820
*
```

Calculated values
HOMO level (spin up / spin down)	0.95 / -5.48	eV

***

Respective ΔE to the lowest compared entry with this formula, charge and spin values: 210.9 472.1 227.9 96.6 395.0 172.2 145.9 kJ/mol.
Respective E values: -41009.753 -12915.825 -7483.933 -29129.393 -8160.158 -8527.448 -9941.285 eV.